Entry 1:
The following is a DFT calculation (ωB97M-V/def2-TZVPD) of an isolated molecule of C6H12N2 in a non-equilibrium geometry.

Its strongest force on any atom is 5.75 eV/A. For the energy above the lowest of the compared OMol25 structures with the same formula, charge and spin, the calculation gives 516.1 kJ/mol. The calculated total energy comes out at -9391.5009 eV.

CARTESIAN COORDINATES (ANGSTROEM)
1 C -0.674938 -1.371353 -0.082695
2 C 0.381779 0.798475 -1.151662
3 C -0.527074 0.829106 -2.367205
4 C -0.671845 0.106166 0.170336
5 N 2.118704 -0.633435 2.100845
6 C 0.148512 -1.203301 1.149981
7 C -1.383700 1.004836 0.862157
8 N 1.474533 -1.049206 0.993569
9 H 1.554026 -0.259856 2.867711
10 H 3.122654 -0.705771 2.019167
11 H -0.103210 -1.729188 -0.934115
12 H -1.646897 -1.834067 0.076433
13 H -0.301227 -1.400602 2.125146
14 H 0.619494 1.791987 -0.777357
15 H 1.301171 0.263398 -1.376019
16 H -1.441853 0.952717 1.939890
17 H -1.692604 1.950524 0.439177
18 H -0.750404 -0.182199 -2.709316
19 H -0.049546 1.356798 -3.196795
20 H -1.477578 1.314972 -2.149248

Atoms 1-2, force components in eV/Å:
C 0.1 0.3 1.8
C -2.6 -0.4 1.7

Computed Mulliken charges, given in elementary charges:
1. C -0.6179
2. C -0.7184
3. C -0.9910
4. C 0.5737
5. N -0.3940
6. C -0.4650
7. C -0.9461
8. N -0.2821
9. H 0.2047
10. H 0.2250
11. H 0.3126
12. H 0.2547
13. H 0.5805
14. H 0.4021
15. H 0.3430
16. H 0.2999
17. H 0.2933
18. H 0.2690
19. H 0.3622
20. H 0.2938

=====

Entry 2:
The following is a DFT calculation (ωB97M-V/def2-TZVPD) of an isolated molecule of C6H12N2 in a non-equilibrium geometry.

Its strongest force on any atom is 1.44 eV/A. For the energy above the lowest of the compared OMol25 structures with the same formula, charge and spin, the calculation gives 334.7 kJ/mol. The calculated total energy comes out at -9393.3813 eV.

CARTESIAN COORDINATES (ANGSTROEM)
1 C -1.695735 0.318852 -0.030806
2 C 1.996675 -0.887688 -0.574060
3 C 0.231054 -0.043911 -2.287015
4 C 0.105967 -0.401845 1.410138
5 C 0.672767 -0.254222 -0.876320
6 N -2.328089 0.847612 1.106509
7 C 0.490908 0.241018 2.488615
8 N -0.117229 -0.013229 0.146930
9 H -1.909991 1.712000 1.414133
10 H -2.335076 0.199318 1.879426
11 H -1.723680 1.054332 -0.839971
12 H -2.173076 -0.613741 -0.333752
13 H 1.849860 -1.752286 0.083964
14 H 2.506037 -1.217845 -1.478776
15 H -0.062984 0.988042 -2.479714
16 H -0.622296 -0.686268 -2.532864
17 H 1.048191 -0.290690 -2.986609
18 H 2.652602 -0.193937 -0.043235
19 H 0.871321 1.267090 2.495451
20 H 0.542776 -0.272603 3.437957

Atoms 1-2, force components in eV/Å:
C 1.0 0.4 -0.5
C -0.1 0.4 -0.1

Computed Mulliken charges, given in elementary charges:
1. C -0.5877
2. C -1.4212
3. C -1.4664
4. C -0.5253
5. C 1.1250
6. N -0.5837
7. C -0.7131
8. N 0.3041
9. H 0.2632
10. H 0.3409
11. H 0.3598
12. H 0.3164
13. H 0.3894
14. H 0.3693
15. H 0.3505
16. H 0.2900
17. H 0.3688
18. H 0.2836
19. H 0.2875
20. H 0.2488